# C6AgF18N3O12S6

C6AgF18N3O12S6 as an isolated structure at a distorted geometry (ωB97M-V with the def2-TZVPD basis set, the OMol25 dataset).

Geometry as XYZ:
```
46
Properties=species:S:1:pos:R:3:mulliken_charge:R:1
Ag 9.06966 8.78414 8.27816 0.590
C 11.27937 5.88976 9.80768 0.693
F 10.95406 6.82122 10.75187 -0.192
F 12.59602 5.89736 9.63869 -0.245
F 10.84551 4.73944 10.25732 -0.243
S 10.55888 5.99829 8.15527 1.032
O 11.04934 4.86084 7.44478 -0.649
O 9.12355 6.12560 8.45242 -0.680
N 11.16264 7.34171 7.70830 -0.212
S 12.24446 7.38946 6.55664 0.900
O 13.40847 6.56119 6.78323 -0.642
O 11.67894 7.37744 5.26514 -0.646
C 12.78171 9.10152 6.80456 0.632
F 11.69805 9.87317 6.69872 -0.258
F 13.19920 9.39467 8.02810 -0.220
F 13.71528 9.50263 5.96295 -0.232
C 12.21848 10.54573 11.12378 0.580
F 13.04238 11.13473 10.20193 -0.229
F 12.36886 9.19997 11.04902 -0.195
F 12.64366 10.90085 12.31258 -0.209
S 10.49140 10.90526 10.84702 0.952
O 10.42054 12.29965 11.14859 -0.677
O 10.28385 10.39443 9.52838 -0.178
N 9.66611 9.93191 11.72450 -0.269
S 9.30499 10.13061 13.22848 0.952
O 10.15539 11.10845 13.85219 -0.638
O 7.86888 10.20691 13.44305 -0.658
C 9.75546 8.47928 13.97354 0.666
F 11.08847 8.39481 13.97346 -0.240
F 9.34972 8.41411 15.27465 -0.234
F 9.29922 7.40854 13.29694 -0.211
C 5.43252 10.88441 9.50461 0.685
F 4.49799 11.60501 8.87143 -0.261
F 6.36170 11.81216 9.73211 -0.222
F 5.00845 10.47410 10.68164 -0.217
S 5.98020 9.49658 8.48394 1.066
O 6.46307 8.51427 9.38951 -0.667
O 4.92760 9.07774 7.61111 -0.638
N 7.23368 10.03957 7.69811 -0.383
S 7.23431 10.67099 6.22704 0.949
O 8.14202 9.98972 5.33518 -0.654
O 5.94225 11.12123 5.75201 -0.648
C 8.23088 12.23340 6.51836 0.622
F 8.11198 12.98196 5.39125 -0.247
F 7.78392 12.89311 7.55308 -0.218
F 9.52551 11.93007 6.71520 -0.206
```

Calculated values
DFT total energy (eV): -153188.6439
Total charge: -2
Strongest force on any atom (Eh/bohr): 0.0509
Energy relative to the best compared isomer or geometry (same formula, charge and spin) (kJ/mol): 0.0